[1]
{"formula": "C5H12N2", "method": "ωB97M-V/def2-TZVPD", "e_lumo_ev": 0.99, "orbital_gap_ev": 9.76, "multiplicity": 1, "relative_energy_kcal_mol": 39.1, "smiles": "[H]/N=C\\NCCCC", "total_energy_ev": -8358.4418, "symbols": ["C", "C", "C", "C", "N", "C", "N", "H", "H", "H", "H", "H", "H", "H", "H", "H", "H", "H", "H"], "coordinates": [[-1.842, -0.316, -1.552], [-1.445, 0.923, -0.767], [-1.052, 0.615, 0.709], [0.115, -0.376, 0.870], [1.473, 0.170, 0.708], [2.425, -0.788, 0.533], [3.717, -0.649, 0.465], [-2.896, -0.574, -1.375], [-1.670, -0.271, -2.619], [-1.364, -1.230, -1.194], [-2.297, 1.601, -0.725], [-0.589, 1.500, -1.192], [-1.957, 0.317, 1.244], [-0.648, 1.532, 1.182], [0.092, -0.789, 1.891], [0.035, -1.251, 0.240], [1.781, 0.858, 1.383], [2.204, -1.624, -0.160], [3.917, 0.351, 0.358]]}

[2]
{"formula": "CH2ClI3Si", "method": "ωB97M-V/def2-TZVPD", "e_lumo_ev": -2.01, "orbital_gap_ev": 7.18, "multiplicity": 1, "relative_energy_kcal_mol": 39.1, "total_energy_ev": -45772.9663, "symbols": ["C", "Si", "Cl", "I", "I", "I", "H", "H"], "coordinates": [[-0.551, 0.612, -0.819], [0.566, -0.307, 0.421], [-2.273, 0.802, -0.331], [1.446, 1.228, 2.104], [-0.769, -2.592, 2.127], [2.340, -1.634, -0.699], [-0.511, 0.323, -1.812], [-0.249, 1.569, -0.990]]}

[3]
{"formula": "C5H9ClP", "method": "ωB97M-V/def2-TZVPD", "e_lumo_ev": [-6.82, -6.72], "orbital_gap_ev": [7.15, 6.90], "multiplicity": 1, "relative_energy_kcal_mol": 109.5, "total_charge": 1, "total_energy_ev": -27128.3242, "symbols": ["C", "C", "C", "C", "C", "P", "Cl", "H", "H", "H", "H", "H", "H", "H", "H", "H"], "coordinates": [[2.704, -1.215, -0.513], [3.523, -0.496, 0.059], [-0.446, 0.478, 1.591], [-1.558, -1.438, -0.263], [-0.487, 1.297, -1.340], [-0.311, -0.069, -0.088], [4.900, 0.297, 0.251], [-1.307, 1.080, 1.788], [0.361, 1.175, 1.935], [-0.415, -0.501, 2.229], [-1.171, -2.225, 0.338], [-1.500, -1.714, -1.357], [-2.562, -1.362, 0.200], [0.346, 1.932, -1.318], [-1.460, 1.965, -1.218], [-0.616, 0.796, -2.294]]}

[4]
{"formula": "C26H26N2O6", "method": "ωB97M-V/def2-TZVPD", "e_lumo_ev": 0.64, "orbital_gap_ev": 8.53, "multiplicity": 1, "relative_energy_kcal_mol": 2.3, "smiles": "CCOc1ccc(NC(=O)c2ccc(NC(=O)COC(=O)Cc3ccc(OC)cc3)cc2)cc1", "total_energy_ev": -42650.4285, "symbols": ["C", "C", "O", "C", "C", "C", "C", "C", "C", "H", "H", "N", "C", "O", "C", "C", "C", "C", "C", "C", "H", "H", "N", "C", "O", "C", "H", "H", "O", "C", "O", "C", "C", "C", "C", "C", "C", "C", "H", "H", "O", "C", "H", "H", "H", "H", "H", "H", "H", "H", "H", "H", "H", "H", "H", "H", "H", "H", "H", "H"], "coordinates": [[-9.208, -1.241, 1.134], [-8.981, -0.671, -0.264], [-8.034, 0.378, -0.277], [-6.706, 0.096, -0.171], [-5.862, 1.205, -0.076], [-4.496, 1.059, 0.015], [-3.931, -0.215, 0.016], [-4.768, -1.321, -0.081], [-6.140, -1.174, -0.173], [-6.748, -2.062, -0.249], [-4.343, -2.316, -0.084], [-2.551, -0.440, 0.101], [-1.543, 0.462, 0.268], [-1.696, 1.661, 0.388], [-0.191, -0.173, 0.297], [0.159, -1.211, -0.562], [1.432, -1.749, -0.542], [2.377, -1.259, 0.355], [2.033, -0.216, 1.215], [0.767, 0.329, 1.175], [0.503, 1.154, 1.818], [2.771, 0.174, 1.901], [3.683, -1.749, 0.421], [4.282, -2.666, -0.381], [3.734, -3.342, -1.220], [5.796, -2.758, -0.129], [5.993, -3.048, 0.909], [6.228, -3.482, -0.821], [6.417, -1.505, -0.408], [6.519, -0.622, 0.590], [6.196, -0.863, 1.728], [6.937, 0.731, 0.076], [5.601, 1.420, -0.095], [4.806, 1.147, -1.198], [3.535, 1.683, -1.316], [3.028, 2.497, -0.307], [3.833, 2.780, 0.800], [5.096, 2.243, 0.907], [5.697, 2.457, 1.778], [3.431, 3.418, 1.571], [1.793, 3.047, -0.291], [0.901, 2.765, -1.344], [0.805, 1.689, -1.512], [1.214, 3.255, -2.272], [-0.063, 3.155, -1.023], [2.948, 1.451, -2.190], [5.181, 0.501, -1.979], [7.550, 1.244, 0.814], [7.462, 0.629, -0.871], [4.256, -1.314, 1.136], [1.699, -2.542, -1.220], [-0.553, -1.587, -1.283], [-2.285, -1.414, 0.076], [-3.859, 1.924, 0.092], [-6.309, 2.186, -0.079], [-9.902, -0.207, -0.627], [-8.695, -1.462, -0.967], [-8.294, -1.679, 1.528], [-9.525, -0.449, 1.807], [-9.980, -2.005, 1.098]]}